(1)
{
  "formula": "C4H4N2O",
  "method": "the ωB97M-V functional and the def2-TZVPD basis",
  "homo_energy_ev": -9.9,
  "total_charge": 0,
  "e_above_lowest_ev": 9.865,
  "orbital_gap_ev": 6.93,
  "symbols": ["C", "C", "C", "C", "H", "H", "H", "H", "N", "N", "O"],
  "xyz": [[-0.134651, 0.269135, -0.439310], [0.126400, 0.514007, 0.896506], [-0.051129, -0.510267, 1.919341], [0.101139, 1.278541, -1.236022], [0.830398, -1.614116, -2.195901], [-0.251164, -1.894813, -0.247595], [-0.050242, 1.732948, 1.203437], [-0.066177, -0.039819, 3.062264], [-0.814410, -0.948847, -0.942783], [0.640243, 1.935332, -2.171730], [0.063226, -1.799761, 1.642038]],
  "forces_ev_per_a": [[-2.2, -6.0, 4.4], [-2.4, 2.6, 0.4], [1.8, -3.8, 0.9], [5.5, 8.8, -12.1], [-2.3, 1.0, 1.5], [-2.4, 3.8, -1.9], [1.2, -3.7, -0.7], [-0.2, -1.7, -2.7], [6.3, -2.4, 1.0], [-4.4, -4.5, 7.3], [-0.9, 5.9, 1.7]],
  "nbo_charge": [0.029, -0.294, 0.354, 0.216, 0.157, 0.455, 0.251, 0.163, -0.568, -0.200, -0.563]
}

(2)
{
  "formula": "C26H63BNO9P",
  "method": "the ωB97M-V functional and the def2-TZVPD basis",
  "homo_energy_ev": -8.8,
  "total_charge": 0,
  "e_above_lowest_ev": 0.000,
  "orbital_gap_ev": 9.21,
  "symbols": ["C", "C", "C", "P", "N", "O", "C", "C", "C", "C", "C", "C", "C", "C", "C", "O", "C", "B", "C", "O", "H", "H", "H", "H", "H", "H", "H", "H", "H", "H", "H", "H", "H", "H", "H", "H", "H", "H", "H", "H", "H", "H", "H", "H", "H", "H", "H", "H", "H", "H", "H", "H", "H", "C", "O", "C", "C", "O", "C", "H", "H", "H", "H", "H", "H", "H", "H", "H", "H", "C", "O", "C", "C", "O", "C", "H", "H", "H", "H", "H", "H", "H", "H", "H", "H", "C", "O", "C", "C", "O", "C", "H", "H", "H", "H", "H", "H", "H", "H", "H", "H"],
  "xyz": [[-1.938772, -0.152083, 1.667303], [-1.396905, -0.439790, 0.475385], [-1.698895, -1.673757, -0.320516], [-0.744581, -3.186314, 0.264269], [0.799289, -2.259438, 0.528276], [-2.198375, -4.160244, 0.063751], [0.151845, -4.154424, -1.045608], [-0.291614, -5.588834, -1.334307], [-0.163856, -6.573925, -0.173895], [1.263012, -7.031667, 0.139198], [2.178508, -5.968487, 0.773419], [3.450438, -5.671986, -0.052766], [3.895395, -4.216221, 0.021573], [4.319882, -3.786883, 1.420526], [4.527016, -2.257430, 1.526438], [4.793865, -1.638653, 0.281446], [3.811085, -0.717179, -0.138070], [-0.865345, -3.600190, 2.185864], [0.357927, -3.882136, 3.130475], [-2.130983, -3.639304, 2.718815], [-2.844760, -0.611444, 2.042396], [-1.462157, 0.592083, 2.294875], [-0.672703, 0.256085, 0.060004], [-2.753896, -1.907166, -0.185480], [-1.502762, -1.557663, -1.389043], [0.830522, -1.769061, 1.410577], [1.020228, -1.621589, -0.225999], [-2.562696, -4.058888, -0.818397], [0.009565, -3.575710, -1.967659], [1.219212, -4.125965, -0.854243], [0.366360, -5.963606, -2.127810], [-1.293020, -5.633111, -1.755637], [-0.707674, -7.474664, -0.473545], [-0.650974, -6.222840, 0.737610], [1.721840, -7.483857, -0.740693], [1.158812, -7.843265, 0.864468], [2.503190, -6.305118, 1.758565], [1.657418, -5.024310, 0.931789], [4.261821, -6.281209, 0.353234], [3.304214, -5.940959, -1.099077], [4.755763, -4.087077, -0.637368], [3.133205, -3.521227, -0.333494], [5.253464, -4.262153, 1.721903], [3.546534, -4.041283, 2.147955], [5.382774, -2.049516, 2.173788], [3.660999, -1.798680, 2.010035], [2.978782, -1.244456, -0.614657], [3.437550, -0.098220, 0.678964], [4.259352, -0.042051, -0.864721], [0.026104, -3.778940, 4.165366], [0.762700, -4.888407, 3.011014], [1.189209, -3.190286, 2.990602], [-2.426251, -4.528520, 2.920230], [3.725330, 5.355035, -1.034385], [2.741884, 5.377227, -0.017171], [1.737417, 4.387058, -0.180372], [1.962979, 3.210852, 0.741514], [3.140070, 2.489133, 0.407845], [4.235689, 2.777873, 1.257529], [4.539298, 6.006041, -0.719303], [4.119608, 4.348127, -1.192864], [3.315403, 5.735868, -1.976159], [1.688629, 4.051891, -1.221177], [0.779361, 4.854085, 0.069439], [1.120574, 2.518193, 0.637885], [1.999142, 3.546420, 1.782611], [4.090598, 2.321753, 2.243367], [4.383005, 3.853965, 1.373900], [5.126614, 2.347060, 0.802706], [-0.268133, 6.691278, 2.251945], [-0.825216, 6.602740, 0.951512], [-2.224296, 6.361422, 0.963252], [-3.012765, 7.621616, 0.685835], [-2.866948, 8.573000, 1.727244], [-1.955717, 9.611739, 1.417376], [0.749697, 7.065607, 2.155082], [-0.838091, 7.372499, 2.887619], [-0.234440, 5.700547, 2.719815], [-2.532772, 5.923599, 1.917279], [-2.436515, 5.633316, 0.173365], [-4.075196, 7.366001, 0.624377], [-2.711868, 8.051152, -0.274513], [-2.390433, 10.300324, 0.684865], [-1.012046, 9.219728, 1.030712], [-1.758374, 10.159798, 2.337156], [-6.629075, 0.082780, -4.359007], [-6.143383, 1.080442, -3.480053], [-5.609232, 0.557834, -2.273909], [-4.097971, 0.531054, -2.293341], [-3.599435, -0.387201, -3.256367], [-3.153708, 0.234599, -4.447768], [-6.831568, 0.559326, -5.316708], [-5.896663, -0.714269, -4.508628], [-7.560712, -0.348523, -3.977171], [-6.002120, -0.444718, -2.079240], [-5.938325, 1.213428, -1.461684], [-3.738627, 0.198297, -1.314215], [-3.702002, 1.534761, -2.475350], [-2.206723, 0.759174, -4.278764], [-3.892860, 0.938824, -4.836536], [-2.991745, -0.548736, -5.186675]],
  "forces_ev_per_a": [[0.3, 0.2, -0.6], [-0.1, 0.1, 0.4], [-0.5, 0.0, 0.3], [0.2, 0.6, -0.4], [-0.1, -0.5, 0.1], [0.1, 0.0, 0.1], [-0.3, -0.2, -0.4], [0.4, -0.1, 0.0], [0.1, -0.4, -0.4], [-0.3, 0.0, 0.8], [0.5, 0.0, -0.4], [-0.2, 0.3, 0.4], [0.5, 0.0, 0.0], [-0.1, 0.7, 0.0], [0.1, -0.2, 0.2], [0.1, 0.2, 0.1], [0.1, -0.1, -0.3], [-0.1, -0.3, 0.4], [-0.1, 0.3, 0.2], [0.2, 0.2, -0.5], [0.3, -0.5, 0.2], [-0.4, 0.4, -0.2], [0.4, -0.3, 0.3], [0.0, -0.1, -0.1], [0.0, 0.1, 0.0], [0.0, 0.4, -0.1], [0.1, 0.1, 0.1], [-0.1, -0.1, -0.1], [0.0, 0.2, 0.0], [-0.1, 0.1, 0.1], [0.0, 0.0, -0.1], [-0.1, 0.1, 0.1], [-0.1, 0.0, 0.1], [0.0, 0.2, 0.0], [0.0, 0.1, -0.1], [0.0, -0.1, -0.1], [-0.1, 0.0, 0.1], [-0.2, 0.0, 0.0], [0.1, -0.2, -0.3], [0.0, -0.1, 0.0], [0.0, 0.1, -0.1], [-0.2, -0.2, 0.0], [-0.1, -0.3, -0.1], [0.1, -0.2, 0.1], [0.0, 0.0, 0.1], [-0.1, 0.1, -0.2], [0.0, 0.1, 0.0], [-0.1, -0.1, 0.1], [0.1, -0.1, -0.1], [0.0, -0.1, 0.0], [0.0, -0.1, -0.1], [0.1, -0.1, -0.2], [-0.2, -0.1, 0.3], [0.0, 0.0, 0.0], [0.1, -0.1, 0.0], [-0.1, 0.2, 0.2], [0.0, -0.2, -0.2], [0.0, 0.1, 0.1], [0.0, -0.1, 0.0], [0.0, 0.0, 0.0], [0.0, 0.0, 0.0], [0.0, 0.0, 0.0], [0.1, 0.0, 0.0], [0.0, 0.0, 0.0], [0.0, 0.0, 0.0], [0.0, 0.0, 0.0], [0.0, 0.1, 0.0], [0.0, 0.0, 0.0], [0.0, 0.0, 0.0], [0.1, 0.0, 0.0], [0.0, 0.0, 0.1], [0.1, -0.1, -0.2], [-0.2, 0.0, 0.2], [0.1, 0.0, 0.0], [0.0, 0.0, 0.0], [0.0, 0.0, -0.1], [0.0, 0.0, 0.0], [0.0, 0.0, 0.1], [0.0, 0.0, 0.0], [0.0, 0.0, 0.0], [0.0, 0.0, 0.0], [0.0, 0.0, 0.0], [0.0, 0.0, 0.0], [0.0, 0.0, 0.0], [0.0, 0.0, 0.0], [0.0, 0.0, 0.0], [0.1, -0.1, 0.0], [-0.1, 0.3, 0.0], [0.1, -0.3, 0.1], [0.0, 0.1, -0.1], [0.0, -0.1, 0.0], [0.0, 0.0, 0.0], [0.0, 0.0, 0.0], [0.0, -0.1, 0.0], [0.0, 0.0, 0.0], [0.0, 0.0, 0.0], [0.0, 0.1, 0.0], [0.0, 0.0, 0.0], [0.0, 0.1, 0.0], [0.0, 0.0, 0.0], [0.0, 0.0, 0.0]],
  "mulliken_charge": [-0.845, -0.160, -1.230, 1.045, -0.475, -0.817, -0.006, -1.067, -0.484, -1.202, 0.832, -1.281, 0.106, -0.612, -0.516, -0.433, -0.324, 0.438, -1.116, -0.634, 0.286, 0.273, 0.347, 0.682, 0.361, 0.190, 0.073, 0.246, 0.512, -0.590, 0.575, 0.354, 0.374, 0.165, 0.466, 0.334, 0.782, -0.781, 0.445, 0.378, 0.514, -0.310, 0.418, 0.184, 0.407, 0.180, 0.064, 0.186, 0.332, 0.404, 0.367, 0.247, 0.335, -0.697, -0.339, -0.394, -0.404, -0.247, -0.920, 0.254, 0.251, 0.308, 0.351, 0.214, 0.174, 0.402, 0.331, 0.435, 0.258, -0.901, -0.229, -0.509, -0.589, -0.377, -0.670, 0.247, 0.475, 0.305, 0.378, 0.332, 0.366, 0.343, 0.326, 0.266, 0.240, -0.693, -0.368, -0.711, -0.055, -0.335, -0.816, 0.243, 0.292, 0.322, 0.344, 0.377, 0.103, 0.365, 0.312, 0.366, 0.256]
}

(3)
{
  "formula": "C8H6ClNO",
  "method": "the ωB97M-V functional and the def2-TZVPD basis",
  "homo_energy_ev": -9.9,
  "total_charge": 0,
  "e_above_lowest_ev": 0.036,
  "orbital_gap_ev": 9.08,
  "symbols": ["N", "C", "C", "O", "C", "C", "C", "C", "C", "C", "H", "H", "H", "H", "H", "Cl", "H"],
  "xyz": [[3.955688, 2.557782, 0.603842], [3.253957, 1.882195, -0.008471], [2.432947, 1.054101, -0.929925], [2.865545, 0.611079, -1.977559], [1.038552, 0.747692, -0.461124], [0.473525, 1.544458, 0.491855], [-0.701616, 1.166129, 1.021220], [-1.483369, 0.192862, 0.446476], [-0.929102, -0.572531, -0.611839], [0.340335, -0.370589, -1.013335], [1.055687, 2.270117, 1.141632], [-1.188743, 1.943589, 1.690518], [-2.520595, -0.186372, 0.881784], [-1.376588, -1.364751, -1.091149], [0.945372, -0.855456, -1.771615], [2.502223, -1.812144, 0.860172], [2.024300, -2.793657, 0.207202]],
  "forces_ev_per_a": [[-0.3, -0.3, 0.0], [0.5, 0.3, -0.5], [-0.9, -1.2, -0.9], [0.1, 0.7, 1.2], [0.9, -0.3, -0.9], [2.8, 0.5, 1.7], [-4.1, 2.1, 1.1], [-1.7, -2.4, 0.2], [0.1, 0.8, 1.4], [2.5, 2.9, -0.1], [-0.5, -0.5, -1.6], [0.6, -1.6, -0.2], [2.3, 1.3, -1.0], [-1.7, -1.6, -0.6], [-0.7, -0.6, -0.1], [0.3, 0.0, 0.3], [-0.1, -0.2, -0.1]],
  "nbo_charge": [-0.244, 0.172, 0.482, -0.467, -0.142, -0.183, -0.229, -0.164, -0.226, -0.155, 0.238, 0.222, 0.232, 0.215, 0.241, -0.259, 0.268]
}

> What is the formula in the first record?

C4H4N2O